Record 1
ORCA calculation (the ωB97M-V functional and the def2-TZVPD basis) on C18H20Cl3GeO5Re as an isolated structure at a distorted geometry.

The geometry in XYZ format:
```
48
Properties=species:S:1:pos:R:3:forces:R:3
O -2.3554 -5.9380 -0.9831 0.014 -0.001 -0.029
Cl -1.3388 -1.7837 -3.5992 -0.025 0.034 -0.019
C -3.1886 -3.6401 -0.8707 0.042 0.055 -0.127
Re -0.2925 0.1271 -0.3060 1.008 0.319 0.685
C 1.1046 0.1382 1.6156 -0.009 0.000 -0.153
O 0.2424 -4.6503 -0.2756 -0.013 0.004 0.051
H 0.0143 3.5249 -1.6660 -0.013 -0.005 -0.002
C -0.8228 -4.1112 -0.4314 0.010 -0.022 -0.160
C 1.9879 1.0088 -0.5210 -0.196 -0.078 -0.141
H 3.3534 -0.0291 -1.8339 0.002 -0.005 -0.001
C 0.1924 2.2192 0.6996 -0.034 0.067 -0.036
O -0.1438 -1.7978 -0.1461 -0.051 -0.428 -0.088
H -1.0372 0.3088 3.2465 0.006 0.004 0.004
C -1.1127 -2.6753 -0.3533 0.046 0.018 0.082
H -2.9177 0.7072 0.0249 -0.020 0.007 -0.014
H 1.2311 -0.5347 3.6510 0.009 0.004 -0.005
H 3.4948 -1.1955 1.4572 0.001 0.004 -0.002
H -0.3414 1.8636 3.6852 0.003 0.008 -0.011
C -2.4368 -2.4041 -0.5604 -0.071 -0.122 0.053
H -1.6911 3.2366 0.3431 0.005 -0.007 -0.001
H 1.6028 4.0400 -1.0926 -0.006 -0.004 -0.005
H 3.7386 1.6742 -1.5762 -0.007 -0.001 0.007
H 3.7610 -0.9783 -0.2592 0.002 0.000 -0.006
H 0.0661 -1.4183 2.6665 0.000 0.002 -0.003
C 0.1710 1.2021 1.7053 -0.240 -0.093 -0.181
H -2.4071 -0.4695 1.2411 -0.010 0.022 0.018
C 1.0266 3.1854 -1.4598 -0.005 0.023 0.009
C -0.7832 1.2932 2.8638 0.034 0.029 0.036
H -0.9128 3.6458 1.8705 0.002 -0.005 0.002
C 2.9234 0.9562 -1.6997 0.036 0.031 0.027
C -2.1550 -4.7759 -0.8025 -0.044 0.003 0.154
H -0.2835 4.2905 0.3669 0.000 -0.001 0.001
Ge -1.0561 0.1679 -2.6860 -0.029 0.093 -0.200
C 2.0390 0.0667 0.5284 -0.126 0.023 -0.032
C 1.0506 -0.9493 2.6577 0.001 0.013 0.013
O -4.3551 -3.7428 -1.1288 -0.019 -0.014 0.034
C 2.9937 -1.0948 0.4952 -0.022 -0.014 0.011
H 2.3986 1.1910 -2.6215 0.007 -0.011 0.017
Cl 0.2290 1.1269 -4.1964 -0.010 -0.025 0.051
Cl -2.9222 1.2377 -3.0441 0.025 0.002 0.035
C -2.3140 -0.1885 0.1827 -0.299 -0.012 -0.017
C 1.0454 2.0961 -0.4187 -0.077 0.023 -0.026
C -0.7266 3.4109 0.8256 0.008 0.013 0.017
H -1.7104 1.7816 2.5749 -0.004 -0.008 -0.008
H 2.4511 -2.0238 0.2984 -0.005 0.006 -0.001
O -3.0363 -1.2307 -0.5433 0.049 0.056 -0.019
H 1.7714 -1.7366 2.4769 0.003 0.000 -0.009
H 1.4519 2.8677 -2.4019 0.017 -0.009 -0.014
```
Positions in Å, forces in eV/Å.

Properties
LUMO (alpha / beta) (eV): -0.312 / -1.976
Total charge: 0
Spin multiplicity: 3

Record 2
ORCA calculation (the ωB97M-V functional and the def2-TZVPD basis) on one molecule with the formula C18H20ClFN4O2.

The geometry in XYZ format:
```
46
Properties=species:S:1:pos:R:3:forces:R:3
H 1.1153 0.4934 0.3548 0.002 0.003 0.003
H -1.7797 -5.0336 5.5144 0.001 0.001 -0.001
C 3.0065 2.4568 -4.7949 0.009 0.003 0.018
H 1.2808 1.6186 -3.8749 -0.004 0.000 0.007
C -4.8649 -2.6497 3.3781 -0.010 0.002 0.006
H 6.8183 3.6767 -4.7296 -0.005 -0.001 0.003
H -5.9194 -2.4186 3.4353 0.001 0.000 -0.001
H -1.4176 -3.4082 6.0680 0.000 0.000 0.000
C -2.8767 -3.4966 4.4998 0.007 -0.001 0.003
F -4.9514 -3.3831 5.6000 -0.003 0.003 0.002
C 0.3762 1.2674 0.1222 -0.005 -0.024 0.001
H 5.9232 5.1884 -4.9738 -0.004 -0.003 0.003
O 4.9602 3.4704 -5.6389 -0.005 -0.010 -0.001
Cl -0.4734 -3.6437 3.3174 0.021 -0.009 0.000
C -4.1284 -2.4351 2.2310 0.008 -0.002 0.005
H -0.9878 -2.7693 0.9544 0.000 0.001 0.009
N 3.7380 3.2938 -2.3773 0.014 0.005 -0.014
H 4.0421 3.6050 -1.4673 -0.003 -0.002 0.000
H -2.9448 -4.1727 6.5307 -0.001 0.001 -0.001
H -2.4941 -3.0222 0.0714 0.003 0.003 -0.002
N -2.1400 -1.0421 0.5577 -0.006 0.009 0.011
H 0.5360 2.0571 0.8613 0.002 0.003 -0.002
C -2.0354 -2.4494 0.8830 -0.001 -0.005 -0.010
C -2.1760 -3.2592 3.3124 -0.034 0.008 0.005
C -2.2228 -4.0601 5.7272 -0.001 -0.001 0.000
C 4.2082 3.2038 -4.5607 -0.013 0.009 -0.001
H -1.7582 1.4935 -0.0122 0.009 0.004 -0.001
C -2.7698 -2.7388 2.1689 -0.003 0.002 -0.006
H 2.7808 2.1478 -5.8063 -0.001 -0.001 0.000
H -2.0334 0.3712 2.2106 -0.004 0.004 0.000
C 6.1553 4.2154 -5.4062 0.019 0.010 -0.005
H -4.5962 -2.0067 1.3540 -0.001 0.000 0.001
O -0.0840 1.8102 -2.1572 0.014 -0.045 -0.010
C -4.2219 -3.1750 4.4813 0.010 -0.009 -0.010
N 1.9848 2.3865 -1.2801 0.033 -0.070 -0.014
C 2.5736 2.6004 -2.4256 -0.039 0.012 0.003
C -1.0256 0.7147 0.1965 -0.036 0.019 0.006
C -1.4222 -0.1022 1.4413 0.022 -0.016 -0.017
H 6.6200 4.3332 -6.3798 -0.005 -0.003 -0.001
H -1.9204 -0.4538 -1.5293 -0.002 0.002 -0.002
C -1.3639 -0.5571 -0.5994 0.018 -0.019 0.009
N 4.5690 3.6066 -3.3933 -0.002 0.000 0.014
C 0.7219 1.8320 -1.2388 -0.014 0.103 0.010
H -0.5423 -0.5663 1.9128 -0.003 0.006 0.002
C 2.2024 2.1639 -3.7600 0.010 0.004 -0.016
H -0.4619 -1.1635 -0.7784 -0.001 0.002 -0.005
```
Positions in Å, forces in eV/Å.

Properties
LUMO (eV): -0.096
Total charge: 0
SMILES: COc1cc/c(=N\C(=O)CC2CN(Cc3ccc(F)c(C)c3Cl)C2)[nH]n1

Record 3
ORCA calculation (the ωB97M-V functional and the def2-TZVPD basis) on C18H20ClN3O6SiV as an isolated structure.

The geometry in XYZ format:
```
50
Properties=species:S:1:pos:R:3:forces:R:3
C 0.3903 0.5884 0.8377 -0.084 -0.054 -0.225
H -3.1187 -3.2017 -3.1646 0.007 0.024 0.024
C -4.9122 -1.2847 -1.0310 -0.003 -0.027 -0.036
V 0.1277 0.7026 -1.1253 0.212 0.307 0.341
H 1.7073 5.8135 0.0248 -0.007 -0.045 -0.035
H -1.5566 0.6076 4.4563 0.021 -0.016 0.006
C 2.2360 -0.5432 -2.4622 0.021 -0.101 -0.238
N -0.9152 -2.1466 -2.0366 -0.042 0.029 0.007
H -4.0735 0.1138 0.3675 -0.002 -0.017 -0.019
H 0.9100 3.7213 0.5234 -0.031 -0.009 0.015
C 2.0372 -3.8915 -3.3861 -0.218 -0.003 -0.040
H 2.3633 2.2445 3.9853 -0.037 -0.008 0.021
H 2.2998 -1.1783 5.2004 -0.004 0.005 -0.040
C 1.2650 3.8050 -0.4999 0.069 -0.004 -0.081
H -1.7854 -0.3663 -0.1873 0.125 -0.328 0.185
C 2.1125 -1.0316 4.1334 0.010 -0.028 0.004
C -2.2847 -1.8714 -1.6956 0.012 -0.008 0.088
H -1.1732 -1.1037 4.2301 0.011 0.027 0.019
C 1.0357 -2.9176 -2.8214 0.036 0.023 0.133
O 3.2413 -3.4298 -3.6679 0.163 0.295 0.079
O 1.9054 0.5746 -1.8773 -0.319 0.119 0.095
C -0.2987 -3.2374 -2.5405 0.071 -0.076 0.019
C -4.6305 -2.2096 -2.0245 -0.010 0.019 0.023
H 2.0420 3.0613 -0.6669 0.027 -0.034 0.018
N 1.8107 5.1762 -0.7640 0.132 -0.062 0.133
H 1.2147 5.4983 -1.5599 -0.163 0.105 -0.153
H 3.0603 -0.7732 3.6568 -0.032 0.000 0.012
C -0.8031 -0.1612 4.6398 -0.027 -0.015 -0.002
O 1.7191 -5.0323 -3.5742 0.073 0.082 0.034
C 1.4305 1.9617 4.4796 0.003 0.020 0.013
H 1.7745 -1.9841 3.7192 0.013 0.031 0.018
C 0.5693 0.4758 2.0415 -0.028 0.030 -0.048
H -5.9375 -1.0661 -0.7643 0.024 -0.002 -0.010
O -0.4932 2.4905 -1.4465 0.164 -0.388 -0.129
C 1.1459 -1.5871 -2.4140 -0.020 -0.110 -0.111
C -3.8704 -0.6269 -0.3947 -0.027 0.035 -0.005
H 3.3570 -2.4675 -3.4770 -0.091 -0.139 -0.066
H 0.6842 2.7364 4.2860 0.036 -0.024 0.012
Cl -1.0675 -4.7235 -2.6932 -0.047 -0.053 0.010
Si 0.8341 0.2970 3.8807 0.029 0.012 0.015
H -0.7023 -0.2827 5.7213 -0.002 0.004 -0.034
C -2.5553 -0.9152 -0.7208 -0.106 0.100 -0.086
H 1.6169 1.9399 5.5563 -0.009 -0.001 -0.039
H 2.7887 5.1713 -1.0508 -0.020 -0.021 0.029
N -0.0234 -1.1499 -1.9431 0.004 0.424 -0.132
H -5.4340 -2.7072 -2.5511 0.014 0.013 0.017
C 0.1192 3.6201 -1.5134 0.134 -0.079 0.181
O 3.2704 -0.7497 -3.0536 0.066 -0.140 0.152
O -0.1151 4.5412 -2.2637 -0.100 0.121 -0.109
C -3.3184 -2.5011 -2.3688 -0.046 -0.033 -0.065
```
Positions in Å, forces in eV/Å.

Properties
LUMO (alpha / beta) (eV): -4.165 / -3.639
Total charge: +1
Spin multiplicity: 3

Which ΔE to the lowest compared entry with this formula, charge and spin belongs to each record? In order, 0.324; 0.018; 0.439 eV.